Entry 1:
{"formula": "C5H12O", "method": "the ωB97M-V functional and the def2-TZVPD basis", "total_energy_ev": -7425.773, "smiles": "C=CCCC.O", "e_above_lowest_kj_mol": 148.4, "gap_ev": 10.749, "lumo_ev": 0.97, "elements": ["C", "C", "C", "C", "C", "H", "H", "H", "H", "H", "H", "H", "H", "H", "H", "O", "H", "H"], "coordinates": [[1.171, 0.143, -1.963], [0.713, -0.024, -0.733], [0.213, -1.389, -0.259], [0.072, -1.566, 1.267], [-0.773, -0.489, 1.917], [1.199, -0.598, -2.740], [1.547, 1.136, -2.195], [0.529, 0.763, -0.020], [-0.762, -1.602, -0.705], [0.934, -2.092, -0.676], [1.084, -1.686, 1.664], [-0.316, -2.578, 1.424], [-1.646, -0.216, 1.349], [-0.930, -0.512, 2.986], [-0.241, 0.441, 1.672], [-1.018, 2.785, -0.533], [-1.443, 2.390, 0.224], [-0.133, 2.490, -0.736]]}

---

Entry 2:
{"formula": "C3H3ClI2O", "method": "the ωB97M-V functional and the def2-TZVPD basis", "total_energy_ev": -33926.744, "e_above_lowest_kj_mol": 330.1, "gap_ev": 7.300, "lumo_ev": -1.09, "elements": ["C", "C", "C", "O", "Cl", "I", "I", "H", "H", "H"], "coordinates": [[-0.978, 0.492, -1.004], [2.401, 0.433, 0.539], [-1.298, -0.526, -0.213], [-1.081, -0.625, 1.097], [2.033, -0.155, 2.050], [0.086, 2.158, -0.265], [2.446, -1.050, -0.958], [-1.167, 0.493, -2.059], [-1.794, -1.404, -0.609], [-0.648, 0.183, 1.422]]}

---

Entry 3:
{"formula": "C18H22N7NiOS2", "method": "the ωB97M-V functional and the def2-TZVPD basis", "multiplicity": 3, "total_energy_ev": -94208.283, "gap_ev": [7.152, 7.109], "s_squared": 2.005, "charge": 1, "lumo_ev": [-3.43, -3.51], "elements": ["Ni", "C", "C", "N", "N", "C", "S", "N", "N", "H", "H", "H", "H", "H", "H", "N", "C", "C", "C", "C", "C", "C", "S", "N", "C", "C", "C", "C", "C", "C", "N", "H", "H", "H", "H", "H", "H", "H", "H", "H", "C", "C", "C", "O", "H", "H", "H", "H", "H", "H", "H"], "coordinates": [[-0.683, 0.176, 1.191], [4.213, -0.399, 1.428], [3.219, -0.395, 2.492], [3.435, -0.071, 3.718], [2.218, 0.068, 4.290], [1.181, -0.156, 3.445], [-0.444, 0.172, 3.604], [1.854, -0.606, 2.295], [1.300, -0.746, 1.050], [5.226, -0.272, 1.830], [4.030, 0.454, 0.727], [4.145, -1.340, 0.869], [2.303, 0.301, 5.262], [1.654, -1.675, 0.768], [1.663, -0.034, 0.452], [-1.947, -1.063, -2.685], [-0.947, -0.732, -3.598], [-0.887, -1.422, -4.837], [0.165, -1.269, -5.663], [1.339, -0.634, -5.270], [1.309, 0.072, -4.089], [0.113, 0.136, -3.340], [0.084, 1.142, -1.878], [-0.890, 0.089, -0.929], [-1.774, -0.754, -1.394], [-2.617, -1.508, -0.354], [-3.631, -2.403, -0.685], [-4.299, -3.044, 0.348], [-3.947, -2.820, 1.685], [-2.990, -1.797, 1.877], [-2.341, -1.205, 0.888], [-2.631, -1.736, -3.025], [-1.656, -2.143, -5.094], [0.300, -1.920, -6.523], [2.276, -0.693, -5.837], [2.213, 0.633, -3.721], [-3.984, -2.592, -1.719], [-5.033, -3.729, 0.014], [-4.525, -3.236, 2.460], [-2.492, -1.516, 2.831], [1.469, 3.741, 1.901], [0.265, 2.861, 1.775], [-0.805, 3.737, 1.099], [0.507, 1.659, 1.137], [1.265, 4.654, 2.438], [1.745, 3.908, 0.871], [2.406, 3.299, 2.348], [-0.164, 2.657, 2.783], [-0.452, 4.140, 0.145], [-0.993, 4.818, 1.583], [-1.767, 3.192, 1.038]]}

---

Entry 4:
{"formula": "C5H7NO", "method": "the ωB97M-V functional and the def2-TZVPD basis", "total_energy_ev": -8836.177, "smiles": "CC1=CNC(=O)C1", "e_above_lowest_kj_mol": 2.5, "gap_ev": 9.228, "lumo_ev": 0.85, "elements": ["C", "C", "C", "N", "C", "O", "C", "H", "H", "H", "H", "H", "H", "H"], "coordinates": [[1.207, 1.613, -0.136], [0.333, 0.413, 0.047], [0.419, -0.481, 1.035], [-0.507, -1.530, 0.871], [-1.257, -1.355, -0.273], [-2.117, -2.101, -0.690], [-0.780, -0.029, -0.873], [0.645, 2.491, -0.479], [2.000, 1.409, -0.867], [1.705, 1.875, 0.801], [1.100, -0.476, 1.877], [-0.632, -2.323, 1.479], [-1.629, 0.668, -0.873], [-0.487, -0.175, -1.919]]}